[1]
{"formula": "C7H15O4", "method": "ωB97M-V/def2-TZVPD", "total_charge": 0, "multiplicity": 2, "homo_lumo_gap_ev": [9.750, 8.120], "e_above_lowest_kj_mol": 0.0, "symbols": ["O", "C", "O", "C", "H", "H", "H", "H", "H", "C", "C", "O", "C", "C", "O", "C", "H", "H", "H", "H", "H", "H", "H", "H", "H", "H"], "positions_angstrom": [[4.596021, 0.362255, 0.823962], [4.783328, -3.101465, 0.127787], [4.385523, -1.898285, 0.741541], [5.009404, -0.768878, 0.192946], [4.256762, -3.919813, 0.631330], [4.519538, -3.110389, -0.944637], [5.871043, -3.259645, 0.225641], [4.796599, -0.716702, -0.898284], [6.110720, -0.846822, 0.308044], [0.464294, 6.153349, 4.510500], [-0.151935, 5.137514, 3.901025], [0.311218, 4.579972, 2.759926], [-0.487244, 3.553739, 2.192357], [0.127981, 3.078591, 0.903465], [1.321997, 2.364494, 1.166665], [2.017469, 1.950286, 0.074706], [1.331652, 6.644650, 4.068064], [0.058716, 6.535077, 5.446628], [-1.041665, 4.662849, 4.328666], [-1.495485, 3.938231, 1.972537], [-0.580834, 2.713494, 2.898436], [0.343788, 3.935031, 0.243748], [-0.589658, 2.413367, 0.396250], [3.605858, 0.875137, 0.473719], [1.583151, 1.082320, -0.430822], [2.634062, 2.703123, -0.434612]], "forces_ev_per_angstrom": [[-3.434, 2.888, -0.371], [0.067, -0.040, -0.093], [-0.252, -0.237, 0.184], [-0.011, -0.041, -1.210], [0.140, 0.225, -0.124], [0.085, -0.026, 0.213], [-0.213, -0.001, -0.045], [0.049, -0.216, 0.211], [-0.338, 0.050, 0.147], [-0.331, -0.111, -0.271], [0.092, 0.199, 0.719], [0.156, 0.005, -0.454], [-0.198, -0.043, 0.281], [-0.306, 0.219, -0.358], [0.663, -0.183, 0.071], [-0.467, 0.167, 0.149], [-0.198, -0.242, 0.179], [0.130, -0.121, -0.325], [0.211, 0.133, -0.107], [0.162, -0.073, 0.013], [0.046, 0.141, -0.156], [-0.089, -0.154, 0.175], [0.080, 0.163, 0.061], [3.809, -2.511, 1.163], [0.322, 0.186, -0.145], [-0.173, -0.376, 0.093]], "mulliken_spin": [0.061, 0.000, 0.001, 0.006, 0.000, 0.000, 0.000, -0.001, 0.005, 0.000, 0.000, -0.002, -0.004, 0.034, -0.004, 0.885, 0.000, 0.000, 0.000, 0.002, 0.000, -0.009, 0.008, -0.005, 0.006, 0.017]}

[2]
{"formula": "C35H64BrI2NO8S2", "method": "ωB97M-V/def2-TZVPD", "total_charge": 0, "smiles": "CCCCN[C@@]1([C@@H](Br)CC)C(=O)O[C@@](I)(C[C@@H]2CO2)[C@@]1(CCCI)CCCCCCCCCOC.O=S1(=O)CCCC1.O=S1(=O)CCCC1", "homo_lumo_gap_ev": 9.161, "symbols": ["C", "C", "C", "C", "N", "C", "C", "Br", "C", "C", "C", "O", "O", "C", "I", "C", "C", "C", "O", "C", "C", "C", "C", "I", "C", "C", "C", "C", "C", "C", "C", "C", "C", "O", "C", "H", "H", "H", "H", "H", "H", "H", "H", "H", "H", "H", "H", "H", "H", "H", "H", "H", "H", "H", "H", "H", "H", "H", "H", "H", "H", "H", "H", "H", "H", "H", "H", "H", "H", "H", "H", "H", "H", "H", "H", "H", "H", "H", "H", "H", "H", "H", "H", "O", "S", "O", "C", "C", "C", "C", "H", "H", "H", "H", "H", "H", "H", "H", "O", "S", "O", "C", "C", "C", "C", "H", "H", "H", "H", "H", "H", "H", "H"], "positions_angstrom": [[-5.793993, 2.581401, 0.352744], [-4.525775, 3.086977, -0.357249], [-4.803756, 3.656766, -1.745651], [-3.549045, 3.878095, -2.606089], [-2.432732, 2.941249, -2.403983], [-2.207571, 1.860680, -3.351076], [-3.429258, 1.039415, -3.854799], [-4.603289, 0.354091, -2.445760], [-4.309506, 1.682388, -4.924449], [-5.335347, 0.698700, -5.509690], [-1.608272, 2.413756, -4.652499], [-1.508568, 3.548077, -5.009159], [-1.112899, 1.351335, -5.350083], [-0.356646, 0.563339, -4.395430], [-0.659162, -1.468101, -5.111089], [1.100735, 0.927262, -4.667897], [2.143746, -0.127142, -4.361377], [3.555315, 0.199726, -4.578616], [2.812494, -0.753496, -5.422310], [-0.977275, 0.923556, -2.952702], [-1.358705, -0.353124, -2.195349], [-1.769325, -0.111130, -0.745748], [-2.475032, -1.271696, -0.052305], [-1.884096, -3.237226, -0.669302], [0.011646, 1.724393, -2.072325], [1.291129, 1.032529, -1.582856], [1.801407, 1.565369, -0.219941], [2.089910, 0.457503, 0.797056], [3.328940, -0.388553, 0.443465], [2.985265, -1.771711, -0.142825], [3.161281, -2.921826, 0.858083], [2.238201, -4.099868, 0.547473], [2.484176, -5.289707, 1.472440], [1.319971, -6.030468, 1.778375], [0.771450, -6.670907, 0.649398], [-5.589617, 1.648696, 0.882789], [-6.579671, 2.357810, -0.370933], [-6.174823, 3.297091, 1.081186], [-4.052200, 3.858506, 0.258184], [-3.809698, 2.272183, -0.427353], [-5.249294, 4.647042, -1.606470], [-5.536038, 3.044252, -2.273996], [-3.156267, 4.856114, -2.316951], [-3.810800, 3.984368, -3.660497], [-1.595892, 3.503322, -2.424797], [-3.014997, 0.132542, -4.291939], [-3.679200, 2.021949, -5.747592], [-4.852612, 2.529481, -4.509775], [-6.290776, 0.748252, -4.993990], [-4.956524, -0.324889, -5.481103], [-5.501157, 0.932049, -6.562208], [1.363321, 1.827320, -4.116760], [1.175341, 1.109833, -5.739936], [1.943159, -0.784671, -3.520598], [4.285975, -0.274975, -3.937158], [3.847878, 0.992497, -5.252642], [-0.509931, -1.040585, -2.206192], [-2.160044, -0.899768, -2.691335], [-2.453289, 0.739970, -0.710591], [-0.929094, 0.173375, -0.122298], [-2.249032, -1.255457, 1.011159], [-3.555077, -1.236090, -0.162273], [-0.537193, 2.120004, -1.219800], [0.325053, 2.612661, -2.639380], [2.089543, 1.221470, -2.300082], [1.176219, -0.050267, -1.522387], [2.746097, 2.089073, -0.392027], [1.102005, 2.286969, 0.201375], [2.229324, 0.898984, 1.786027], [1.221239, -0.204849, 0.847582], [3.896255, -0.515514, 1.365261], [3.978925, 0.145025, -0.255642], [1.936919, -1.790353, -0.460476], [3.584321, -1.971269, -1.036488], [2.889565, -2.540465, 1.847592], [4.203189, -3.258076, 0.859260], [1.199377, -3.768518, 0.639440], [2.374030, -4.387721, -0.500906], [2.872431, -4.934187, 2.428937], [3.225580, -5.962018, 1.017049], [1.553696, -7.153491, 0.050109], [0.236215, -5.966630, 0.002546], [0.067284, -7.419036, 1.007154], [2.802422, -1.377319, 4.153431], [4.179883, -0.983213, 4.330488], [4.773578, 0.005008, 3.468307], [4.412463, -0.500830, 6.040214], [4.802352, -1.796814, 6.743042], [5.799685, -2.498054, 5.809678], [5.209936, -2.457235, 4.394616], [3.491091, -0.052122, 6.403500], [5.221118, 0.229095, 6.061092], [5.232905, -1.601657, 7.723893], [3.919005, -2.423580, 6.882300], [6.753573, -1.967966, 5.828474], [5.988297, -3.524407, 6.119953], [5.963131, -2.374469, 3.615252], [4.561704, -3.308505, 4.194307], [-0.641446, 1.261775, 1.695117], [-0.453382, 1.982056, 2.929889], [0.469182, 3.086503, 2.985060], [-2.051609, 2.479867, 3.563076], [-2.490240, 1.298195, 4.422496], [-1.246400, 0.863047, 5.212355], [-0.077537, 0.787892, 4.222242], [-2.708699, 2.693406, 2.722208], [-1.896345, 3.379233, 4.158468], [-3.314528, 1.572059, 5.079193], [-2.829028, 0.480394, 3.782418], [-1.030460, 1.601382, 5.987183], [-1.397254, -0.096053, 5.705185], [0.880650, 1.055470, 4.659569], [0.000600, -0.187628, 3.746028]], "forces_ev_per_angstrom": [[0.193, -0.097, -0.075], [-0.165, -0.080, 0.180], [0.186, 0.111, 0.056], [0.091, 0.350, 0.124], [-0.384, -0.460, 0.016], [0.376, 0.317, -0.289], [0.092, 0.006, -0.022], [-0.052, -0.018, 0.040], [-0.415, -0.276, 0.044], [0.281, 0.037, -0.260], [-0.099, 0.002, 0.047], [-0.209, -0.177, -0.088], [0.521, 0.459, 0.152], [-0.540, 0.168, -0.187], [-0.086, -0.042, 0.017], [0.204, -0.633, -0.134], [0.069, 0.595, 0.444], [-0.359, -1.159, -1.157], [0.185, -0.119, 0.378], [0.069, -0.596, 0.050], [-0.217, -0.067, 0.347], [0.002, -0.033, 0.023], [-0.033, 0.223, 0.265], [0.037, -0.064, 0.001], [0.203, 0.448, -0.463], [0.224, 0.189, 0.231], [0.138, -0.155, -0.042], [0.148, -0.005, -0.291], [-0.162, -0.196, -0.025], [0.058, -0.120, 0.040], [-0.423, 0.091, -0.181], [0.157, 0.092, -0.191], [-0.107, 0.096, -0.166], [0.042, -0.098, 0.050], [-0.034, 0.114, -0.056], [-0.017, 0.050, 0.089], [-0.059, 0.053, 0.046], [-0.117, 0.035, -0.081], [0.103, -0.021, -0.047], [0.032, 0.064, -0.101], [-0.203, -0.065, -0.192], [0.019, -0.086, 0.084], [0.119, -0.055, -0.028], [-0.051, 0.027, 0.021], [0.080, -0.036, 0.159], [-0.043, -0.028, 0.041], [0.095, 0.160, 0.124], [0.157, 0.139, -0.118], [0.021, -0.129, 0.073], [-0.079, -0.023, 0.085], [-0.120, 0.066, 0.038], [-0.130, 0.178, -0.229], [-0.027, 0.192, 0.017], [-0.065, -0.037, -0.005], [0.205, 0.174, -0.060], [0.127, 0.572, 0.648], [0.011, 0.040, -0.043], [0.051, 0.078, -0.128], [0.020, -0.005, 0.066], [0.226, -0.054, -0.213], [-0.019, -0.006, -0.002], [0.024, -0.130, -0.214], [-0.104, -0.226, 0.054], [-0.075, 0.082, 0.130], [-0.061, -0.225, -0.049], [-0.122, 0.034, 0.003], [-0.082, 0.182, 0.076], [-0.033, -0.029, -0.018], [-0.050, 0.056, -0.015], [-0.022, 0.049, 0.195], [0.179, -0.082, -0.188], [-0.048, 0.146, 0.073], [0.034, 0.084, -0.084], [-0.045, -0.050, -0.016], [0.219, -0.109, 0.084], [0.040, 0.087, 0.203], [0.015, -0.033, 0.115], [-0.056, -0.062, 0.018], [-0.027, -0.049, 0.036], [0.096, 0.022, 0.117], [-0.019, -0.083, 0.044], [0.012, 0.015, 0.003], [0.009, -0.024, -0.015], [-0.042, 0.054, -0.076], [0.065, 0.122, 0.226], [-0.059, -0.008, -0.040], [0.065, -0.101, 0.157], [-0.007, -0.030, -0.046], [-0.029, 0.026, -0.004], [0.104, -0.118, 0.067], [-0.024, 0.016, -0.072], [-0.006, 0.013, -0.026], [0.003, -0.009, 0.003], [-0.010, 0.013, 0.006], [-0.008, 0.021, -0.004], [0.012, -0.002, -0.003], [-0.046, 0.015, -0.048], [-0.057, 0.042, -0.016], [-0.275, 0.160, 0.061], [0.174, -0.020, 0.236], [-0.016, 0.032, -0.102], [-0.149, -0.073, 0.070], [0.052, -0.032, -0.005], [0.000, 0.018, -0.039], [-0.098, -0.033, 0.183], [0.065, 0.008, -0.049], [0.023, 0.006, -0.010], [-0.004, -0.011, 0.004], [-0.013, 0.013, -0.013], [-0.003, 0.019, -0.012], [0.000, 0.000, 0.009], [0.035, -0.012, -0.068], [0.031, 0.030, -0.061]], "lowdin_charge": [-0.111, -0.293, -0.227, -0.192, 0.035, -0.314, -0.535, 0.921, -0.271, -0.116, -0.449, 0.184, -0.058, -0.627, 1.086, -0.145, -0.422, -0.052, -0.071, -0.282, -0.299, -0.316, -0.615, 0.820, -0.125, -0.154, -0.174, -0.202, -0.177, -0.199, -0.208, -0.197, -0.237, -0.190, -0.117, 0.061, 0.063, 0.065, 0.106, 0.041, 0.114, 0.065, 0.124, 0.100, 0.106, 0.048, 0.118, 0.092, 0.061, 0.074, 0.074, 0.116, 0.142, 0.119, 0.109, 0.117, 0.048, 0.026, 0.066, 0.067, 0.027, 0.009, 0.109, 0.127, 0.096, 0.092, 0.111, 0.088, 0.099, 0.098, 0.068, 0.108, 0.091, 0.109, 0.094, 0.120, 0.084, 0.120, 0.115, 0.121, 0.090, 0.060, 0.088, -0.326, 0.653, -0.317, -0.228, -0.218, -0.209, -0.214, 0.104, 0.109, 0.115, 0.120, 0.118, 0.115, 0.106, 0.099, -0.324, 0.672, -0.311, -0.220, -0.216, -0.208, -0.212, 0.101, 0.109, 0.115, 0.117, 0.116, 0.115, 0.098, 0.106]}